Molecular formula: C16H32Br16
Method: DFT, the ωB97M-V functional and the def2-TZVPD basis

XYZ file:
```
64
Properties=species:S:1:pos:R:3:forces:R:3
Br 2.7550 -0.0599 3.2400 0.9 0.2 0.5
C 4.6508 -0.1660 3.8929 -0.6 -0.8 0.3
C 4.8167 -1.6178 4.4248 0.6 1.2 -0.5
Br 6.5815 -1.6226 5.3234 -0.5 -0.2 -0.1
H 4.8405 0.5577 4.6856 -0.6 -0.1 0.0
H 5.2822 0.1430 3.0599 -0.1 -0.6 -0.1
H 4.8654 -2.3556 3.6239 0.0 0.2 0.1
H 4.0325 -1.8778 5.1358 0.3 0.1 0.0
Br -1.6023 -1.6438 1.9287 1.0 0.3 -0.5
C 0.0881 -1.0477 1.0512 -0.1 0.8 -0.6
C 0.0422 0.4751 0.8130 0.2 -0.9 0.5
Br 1.7624 0.9791 -0.0071 -0.7 0.1 -0.1
H 0.1687 -1.4975 0.0616 -0.4 -0.3 0.2
H 0.9833 -1.3545 1.5921 -0.5 0.0 0.4
H -0.0164 1.0383 1.7444 -0.1 0.0 -0.2
H -0.7820 0.7075 0.1386 0.3 0.3 0.0
Br 4.5080 -0.2396 -4.4278 -0.2 -0.1 0.9
C 3.9668 -0.4954 -2.5091 0.7 -0.1 -0.6
C 4.1710 -1.9482 -2.1309 -0.6 0.3 0.7
Br 3.8812 -1.9795 -0.1174 0.3 -0.3 -1.1
H 2.9316 -0.1580 -2.4591 0.2 -0.2 0.1
H 4.6146 0.1262 -1.8910 -0.1 0.2 -0.4
H 5.1691 -2.3558 -2.2915 -0.1 0.3 0.0
H 3.4110 -2.5723 -2.6010 0.1 -0.1 0.3
Br -6.6673 3.7738 -2.7331 0.3 0.0 -0.2
C -4.9981 2.8551 -2.2872 -0.1 0.1 0.3
C -5.3505 1.7473 -1.3479 0.0 -0.8 0.3
Br -3.5909 0.9681 -0.8183 -0.8 0.0 0.2
H -4.3455 3.5658 -1.7801 -0.1 0.1 -0.3
H -4.5148 2.4499 -3.1762 -0.2 0.3 -0.1
H -5.9542 0.9559 -1.7921 0.4 -0.1 -0.3
H -5.9235 2.0424 -0.4689 0.6 0.3 0.2
Br -1.0597 3.4813 -1.8131 1.0 0.1 0.6
C -0.1224 3.9608 -0.1210 -1.0 0.8 -0.1
C -0.4866 5.3777 0.3041 -0.5 -0.2 -0.2
Br -2.4587 5.6101 0.4646 0.8 0.0 0.2
H 0.9647 3.9082 -0.1792 -0.2 -0.3 -0.5
H -0.4832 3.2831 0.6527 0.1 -0.1 -0.4
H -0.1877 6.1748 -0.3766 0.1 -0.3 0.0
H -0.0268 5.5200 1.2820 -0.3 0.3 0.0
Br -4.4915 3.7680 3.0120 0.2 -0.2 0.3
C -2.6830 2.9993 3.1995 0.0 0.9 -0.2
C -1.7551 4.0826 3.7135 0.4 -0.7 0.0
Br 0.1638 3.4459 3.3556 -1.1 0.4 0.4
H -2.3797 2.8122 2.1694 -0.3 -0.7 0.2
H -2.7740 2.1713 3.9025 0.2 -0.1 -0.6
H -1.8043 4.1799 4.7980 0.1 0.3 -0.3
H -1.9247 4.9992 3.1485 0.4 0.0 0.3
Br 3.9529 -7.5009 -2.4138 -1.0 1.0 -0.3
C 2.9186 -5.7622 -2.4658 -0.2 0.1 0.3
C 1.7614 -5.8106 -1.4295 1.5 0.2 -0.1
Br 0.9457 -4.0073 -1.1698 0.3 -1.0 -0.4
H 2.5562 -5.4556 -3.4470 0.1 -0.8 -0.2
H 3.7214 -5.0586 -2.2456 -0.4 0.0 0.5
H 2.2454 -6.0625 -0.4859 -0.5 0.1 0.1
H 0.9890 -6.5377 -1.6802 0.1 0.3 0.0
Br -4.8184 -2.8189 -0.7705 1.7 0.1 -0.5
C -3.0591 -2.5840 -1.8285 -0.8 -0.3 0.9
C -3.4434 -1.9775 -3.1261 -0.6 -0.1 -1.5
Br -4.2838 -3.3011 -4.3694 0.3 0.3 0.4
H -2.5670 -3.5548 -1.8873 -0.5 -0.1 -0.2
H -2.3578 -1.9493 -1.2867 -0.5 0.3 0.3
H -2.6169 -1.5792 -3.7147 0.2 -0.1 0.3
H -4.2130 -1.2077 -3.0694 0.3 -0.1 0.3
```
Forces are in eV/Å.

Properties
- spin multiplicity = 1
- energy relative to the best compared isomer or geometry (same formula, charge and spin) (kJ/mol) = 149.6
- E_HOMO (Eh) = -0.363
- M (g mol⁻¹) = 1502.90
- SMILES = BrCCBr.BrCCBr.BrCCBr.BrCCBr.BrCCBr.BrCCBr.BrCCBr.BrCCBr
- maximum force (eV/Å) = 1.8

---

Molecular formula: C7H8N4
Method: DFT, the ωB97M-V functional and the def2-TZVPD basis

XYZ file:
```
19
Properties=species:S:1:pos:R:3:forces:R:3
C 1.0925 -2.0883 1.6746 1.6 0.4 1.8
C 0.7098 -0.9341 0.8715 -0.4 1.9 -3.0
C -0.1073 -1.1336 -0.3231 0.0 3.4 -0.2
C -0.5284 0.0762 -1.0635 -2.3 -5.3 1.6
C -1.6945 -0.2537 -2.0195 -0.7 2.2 -0.9
C -0.3168 1.3693 -0.4995 -0.2 -2.2 -4.1
N -0.6118 2.6243 -0.9657 1.7 -2.3 3.8
N 0.1122 3.3519 -0.0266 0.5 0.2 -0.2
C 0.8385 2.5527 0.7506 0.8 3.7 0.6
N 0.6525 1.2732 0.4485 -0.5 2.2 0.6
N 1.1581 0.3035 1.1753 -0.6 -3.8 0.6
H 1.7717 -1.6293 2.4427 -1.1 -0.9 0.2
H 1.7310 -2.8483 1.2440 0.1 0.1 -0.9
H 0.2182 -2.6440 2.0186 0.1 0.4 0.5
H -0.4513 -2.1723 -0.5765 0.4 1.4 0.0
H -1.3749 -0.1958 -3.1452 -0.8 0.0 2.1
H -2.2657 -1.1968 -1.7904 1.2 0.8 -0.3
H -2.4616 0.5895 -1.7552 1.2 -1.4 -1.1
H 1.5276 2.9557 1.5394 -0.9 -0.8 -1.0
```
Forces are in eV/Å.

Properties
- spin multiplicity = 1
- energy relative to the best compared isomer or geometry (same formula, charge and spin) (kJ/mol) = 305.9
- E_HOMO (Eh) = -0.322
- M (g mol⁻¹) = 148.17
- SMILES = Cc1cc(C)c2nncn2n1
- maximum force (eV/Å) = 5.9

---

Molecular formula: C4H10N2O2
Method: DFT, the ωB97M-V functional and the def2-TZVPD basis

XYZ file:
```
18
Properties=species:S:1:pos:R:3:forces:R:3
C -0.1634 0.7896 -2.1679 2.4 -6.0 1.8
C 0.3528 1.1173 -0.6839 0.9 2.7 -0.3
C 1.8100 0.5655 -0.2862 0.6 1.8 -0.8
C -1.5432 -1.0623 1.2950 4.0 -3.9 -3.4
H -0.5152 -0.4476 -2.0676 0.6 3.7 -0.7
H -0.8757 1.3660 -2.6362 -2.1 1.4 -0.1
H 0.6489 0.7492 -2.9736 -0.5 0.1 1.7
H 0.6123 2.2405 -0.7054 -0.5 -1.4 0.0
H 2.3122 0.8915 -1.3130 -0.2 -0.9 2.5
H 2.3255 1.2799 0.7139 -1.7 -2.1 -3.0
H 1.5189 -0.9369 0.7440 -0.9 -1.1 1.4
H -0.3801 0.8077 1.3432 1.5 1.5 -0.3
H -3.0681 0.4757 1.1389 2.8 -0.5 -2.0
H -2.8265 -1.2981 1.3124 4.2 -0.6 0.9
N -0.7024 1.0695 0.4055 0.1 -3.0 -0.1
N -1.5803 -0.0182 0.3343 -3.9 1.4 2.9
O 1.9508 -0.8385 -0.0819 0.6 2.3 -1.3
O -0.2647 -1.7799 1.3722 -8.2 4.6 0.8
```
Forces are in eV/Å.

Properties
- spin multiplicity = 1
- energy relative to the best compared isomer or geometry (same formula, charge and spin) (kJ/mol) = 1094.2
- E_HOMO (Eh) = -0.347
- M (g mol⁻¹) = 118.14
- maximum force (eV/Å) = 9.4

---

Molecular formula: C5H9N3
Method: DFT, the ωB97M-V functional and the def2-TZVPD basis

XYZ file:
```
17
Properties=species:S:1:pos:R:3:forces:R:3
H -1.4976 2.0757 1.2189 1.1 1.7 0.3
N -1.7013 1.4875 0.4637 -1.1 -0.4 -0.1
C -0.9576 0.5785 0.0438 0.4 -3.0 -0.2
C -1.6634 -0.7350 -0.1068 -1.5 -1.7 -0.6
N -2.2427 -1.7460 -0.1539 1.1 1.8 0.1
N 0.3538 0.3799 -0.3164 0.0 1.1 0.4
C 1.1720 1.6184 -0.4078 1.5 -0.9 -0.5
C 1.0467 -0.9747 -0.1754 2.0 2.2 -2.4
C 2.4045 -0.9202 0.5106 1.2 -1.9 -0.6
H 1.6626 1.6647 0.5523 0.3 0.9 0.4
H 2.0237 1.5021 -1.1466 -1.1 -0.2 0.6
H 0.6600 2.5653 -0.6852 -0.3 -1.1 0.4
H 0.4406 -1.7597 0.1382 -1.4 -0.7 1.1
H 1.3278 -1.2878 -1.1837 -0.4 0.2 -0.4
H 2.3405 -0.8163 1.5620 0.1 0.6 1.1
H 3.1652 -0.3063 0.0311 -0.5 0.9 0.2
H 2.9958 -1.8891 0.3725 -1.4 0.6 0.1
```
Forces are in eV/Å.

Properties
- spin multiplicity = 1
- energy relative to the best compared isomer or geometry (same formula, charge and spin) (kJ/mol) = 265.2
- E_HOMO (Eh) = -0.341
- M (g mol⁻¹) = 111.15
- SMILES = [H]/N=C(/C#N)N(C)CC
- maximum force (eV/Å) = 3.9

---

Molecular formula: C30H52O40S7
Method: DFT, the ωB97M-V functional and the def2-TZVPD basis

XYZ file:
```
129
Properties=species:S:1:pos:R:3:forces:R:3
C 0.6790 -1.3077 0.0562 -0.1 0.2 -0.5
C -0.5727 -0.6866 -0.5965 0.7 -0.4 1.6
C -1.6621 -0.3800 0.4332 0.3 -1.1 -0.5
O -1.8797 1.0209 0.3645 0.4 0.6 -0.3
C -0.9962 1.5549 -0.5144 -0.3 0.0 0.7
O -0.8808 2.7348 -0.6799 0.2 0.1 -0.2
O -0.2830 0.6208 -1.1141 0.6 -0.3 -0.7
H 0.4772 -2.0220 0.8554 -0.6 0.0 -0.2
H 1.3013 -0.5445 0.5243 0.2 0.1 -0.3
H 1.1658 -1.8570 -0.7501 0.6 0.3 0.4
H -0.8618 -1.4210 -1.3469 -0.3 1.1 -0.2
H -1.3129 -0.6311 1.4357 -0.2 0.0 0.1
H -2.5753 -0.9115 0.1608 0.8 0.7 0.6
C 4.1489 1.5425 5.7899 -0.6 -0.2 0.4
C 3.0473 1.7390 4.7399 0.9 1.1 0.5
C 3.4958 1.8443 3.2895 0.2 -0.3 -0.1
O 2.7607 0.7921 2.6637 -0.3 -0.8 -0.4
C 1.9912 0.1168 3.5622 0.3 1.7 0.0
O 1.1806 -0.7036 3.2783 -0.1 0.0 -0.2
O 2.2003 0.6015 4.7894 -0.4 -0.6 -0.2
H 3.8152 2.0124 6.7147 0.2 0.0 0.1
H 5.1603 1.8769 5.5682 -0.2 0.3 -0.4
H 4.2067 0.4712 5.9891 0.1 0.0 0.0
H 2.4287 2.6110 4.9403 0.1 -0.1 0.4
H 4.5738 1.7046 3.1857 -0.1 -0.3 -0.2
H 3.2308 2.7750 2.7927 -0.1 0.1 0.2
C -5.6624 1.0533 -2.0270 -1.2 0.7 -0.1
C -4.1570 1.0341 -1.9277 -1.1 -0.8 -0.6
C -3.4488 -0.1845 -2.4834 -1.2 -0.8 1.2
O -2.3297 0.3670 -3.1293 0.9 -0.5 -0.4
C -2.5579 1.6505 -3.4360 -1.2 0.0 0.1
O -1.9224 2.2901 -4.2082 0.3 0.3 0.1
O -3.6804 2.0929 -2.7883 0.9 -0.8 -0.5
H -6.2135 0.3087 -1.4510 0.5 -0.2 0.2
H -6.0919 1.0360 -3.0313 0.6 -0.4 -0.3
H -6.0301 2.0089 -1.6395 0.2 -0.2 0.0
H -3.8830 1.1914 -0.8830 0.4 -0.1 -1.0
H -4.0376 -0.8499 -3.1207 0.0 0.5 -0.6
H -3.2304 -0.8236 -1.6233 0.8 0.1 -0.4
C -2.6969 -4.7171 2.8229 1.0 -0.5 0.7
C -3.1794 -4.4169 1.4205 -1.8 -0.4 1.9
C -4.7502 -4.4920 1.3694 0.8 -0.8 0.1
O -5.1301 -3.1813 1.0313 -1.0 0.2 -0.3
C -4.0783 -2.3693 0.9246 -1.3 0.0 -1.0
O -4.1954 -1.2307 0.5417 -0.7 -0.9 0.8
O -2.9679 -3.0270 1.1842 1.5 0.4 -0.3
H -2.7957 -5.7596 3.1353 -0.3 -0.1 -0.5
H -3.1725 -4.1406 3.6183 -0.3 0.3 -0.4
H -1.6277 -4.5500 2.9467 -0.1 0.2 -0.3
H -2.7359 -5.0832 0.6861 0.3 0.5 -0.3
H -5.2167 -4.7443 2.3230 0.3 0.0 0.1
H -5.0775 -5.2348 0.6403 -0.2 0.4 -0.2
O -2.2914 -3.8837 -3.5454 -0.1 0.0 0.4
S -1.2477 -3.7721 -2.5947 1.5 0.4 -0.8
O -1.5152 -3.3401 -1.2408 0.2 -1.0 -1.1
O -0.3353 -5.0819 -2.6679 -1.4 0.1 0.3
C 0.9989 -4.7237 -2.2452 -1.0 0.3 -0.4
C 1.2071 -3.3785 -2.9761 1.6 0.0 1.0
O -0.0709 -2.8084 -3.2234 -1.3 -0.6 0.6
H 0.9198 -4.6274 -1.1615 0.7 0.0 0.0
H 1.6132 -5.5491 -2.5882 0.3 0.2 0.2
H 1.7937 -3.4379 -3.8910 -0.4 -0.2 -0.2
H 1.7721 -2.7308 -2.2989 -0.1 0.1 -0.3
O 3.9665 3.1369 -3.0092 -0.9 0.4 0.7
S 2.9092 2.9319 -2.0672 0.4 -1.2 1.3
O 2.5330 1.5632 -1.7831 -0.1 1.7 -0.5
O 3.2782 3.5977 -0.6255 1.3 -0.3 -0.4
C 2.1742 4.3682 -0.1097 -0.3 -1.3 -1.2
C 1.7014 4.9686 -1.4260 -1.5 1.3 1.4
O 1.6273 3.8799 -2.3222 1.0 -1.0 -0.5
H 1.4830 3.5938 0.2410 -0.5 0.6 0.1
H 2.4567 5.0244 0.7070 0.4 0.1 -0.3
H 2.3389 5.7763 -1.7865 0.2 -0.2 -0.1
H 0.6891 5.3577 -1.2966 0.0 -0.1 -0.3
O 1.2069 -6.3156 1.3286 0.3 0.4 -0.6
S 0.9800 -5.8209 2.6333 0.1 0.3 1.9
O 0.0581 -6.5578 3.4569 1.0 0.9 -0.4
O 2.4282 -5.5822 3.3777 -0.5 -1.2 -1.0
C 2.6594 -4.2488 3.8070 -1.7 0.3 0.6
C 1.7074 -3.4070 2.9595 -0.2 -0.2 -0.5
O 0.5668 -4.2693 2.6860 0.3 -0.7 0.0
H 2.2987 -4.2012 4.8379 0.3 0.1 0.1
H 3.7068 -3.9681 3.7746 0.0 -0.2 -0.4
H 2.1072 -3.1221 1.9869 0.3 0.0 0.0
H 1.2947 -2.5308 3.4513 0.3 -0.5 0.0
O 1.9211 4.7140 3.7848 -1.5 -0.1 -0.3
S 0.4921 4.6028 3.9293 -2.5 -0.2 0.3
O -0.2649 5.4949 4.7790 1.6 -1.0 -0.5
O -0.3384 4.5596 2.5421 1.2 0.9 -0.3
C -1.4808 3.6989 2.7234 0.9 -1.2 0.2
C -0.7788 2.4738 3.3030 -0.9 0.8 0.6
O 0.0954 3.0669 4.2941 1.1 0.4 0.3
H -2.1535 4.1211 3.4668 -0.2 0.2 -0.3
H -1.9240 3.4494 1.7656 0.0 0.5 -0.1
H -0.1993 1.9222 2.5663 0.0 -0.1 0.0
H -1.4997 1.8742 3.8537 0.2 -0.4 -0.1
O 4.8988 -0.9403 -3.3088 0.8 -0.5 0.5
S 5.0126 -1.6104 -2.0578 -1.4 2.3 1.0
O 4.9229 -3.0249 -1.9770 0.8 -0.1 0.1
O 6.2235 -0.9667 -1.1300 -0.1 -1.1 -0.9
C 5.7510 -0.0142 -0.1971 -1.5 0.6 0.5
C 4.3042 -0.4116 0.0843 -0.4 -1.1 0.1
O 3.8335 -1.0018 -1.1259 0.2 -0.1 -0.7
H 6.2917 -0.0250 0.7477 0.5 -0.3 -0.3
H 5.7351 1.0054 -0.5877 0.4 -0.1 -0.4
H 3.6230 0.3799 0.3824 0.2 0.3 -0.3
H 4.1916 -1.2074 0.8264 0.4 0.1 0.3
O 3.8124 -0.1116 -6.4498 -0.9 -0.8 0.3
S 2.5955 -0.8115 -6.1675 -1.7 0.9 0.2
O 2.2824 -2.0728 -6.8008 0.8 1.0 1.2
O 2.2692 -0.8141 -4.5583 1.1 -1.1 -1.7
C 1.2202 0.0976 -4.1982 0.6 -0.1 0.3
C 0.3788 0.2462 -5.4563 -0.1 0.0 1.4
O 1.3415 0.1838 -6.4953 0.6 -0.2 -0.6
H 0.7892 -0.4207 -3.3443 -0.6 0.5 -0.1
H 1.7081 1.0159 -3.8734 -0.3 0.0 -0.1
H -0.1232 1.2094 -5.4447 0.1 0.0 -0.4
H -0.3812 -0.5376 -5.4570 0.2 -0.2 -0.6
O -4.8408 4.0520 1.7922 0.5 0.3 -1.5
S -4.6036 3.5965 0.4497 0.6 1.1 -0.3
O -4.8101 2.1976 0.2334 -0.2 1.6 0.8
O -5.4044 4.5145 -0.6445 -0.7 -1.0 1.1
C -4.6344 4.8992 -1.7711 0.8 0.5 -0.5
C -3.2193 4.4467 -1.4750 2.3 0.5 -1.2
O -3.1368 4.1114 -0.1170 -1.9 -1.1 2.3
H -4.9903 4.5242 -2.7295 -0.3 -0.6 0.3
H -4.6277 5.9851 -1.8717 -0.4 0.0 0.4
H -2.4862 5.2482 -1.6106 -0.4 0.3 0.2
H -2.7824 3.6557 -2.0908 -0.8 0.3 0.4
```
Forces are in eV/Å.

Properties
- spin multiplicity = 1
- energy relative to the best compared isomer or geometry (same formula, charge and spin) (kJ/mol) = 109.6
- E_HOMO (Eh) = -0.383
- M (g mol⁻¹) = 1277.18
- SMILES = C[C@H]1COC(=O)O1.C[C@H]1COC(=O)O1.C[C@H]1COC(=O)O1.C[C@H]1COC(=O)O1.O=S1(=O)OCCO1.O=S1(=O)OCCO1.O=S1(=O)OCCO1.O=S1(=O)OCCO1.O=S1(=O)OCCO1.O=S1(=O)OCCO1.O=S1(=O)OCCO1
- maximum force (eV/Å) = 3.1

---

Molecular formula: C2H3F3O
Method: DFT, the ωB97M-V functional and the def2-TZVPD basis

XYZ file:
```
9
Properties=species:S:1:pos:R:3:forces:R:3
C 0.8267 -0.0079 0.1062 0.7 0.7 -1.5
C -0.3017 -0.9016 0.1110 -1.2 2.3 -1.8
O -1.6315 0.9535 -0.8320 -0.1 -3.0 0.1
F -0.5239 -1.7592 -0.8288 0.1 0.0 0.5
F -0.8920 -1.1386 1.2092 -0.5 -0.7 0.5
F -0.8838 1.9605 -0.2911 0.9 1.7 0.7
H 0.8152 0.6428 0.9061 -1.0 1.3 2.1
H 0.8410 0.7351 -0.7265 0.2 -1.3 0.1
H 1.7499 -0.4846 0.3459 1.0 -1.0 -0.7
```
Forces are in eV/Å.

Properties
- spin multiplicity = 1
- energy relative to the best compared isomer or geometry (same formula, charge and spin) (kJ/mol) = 663.1
- E_HOMO (spin up / spin down) (Eh) = -0.344 / -0.316
- M (g mol⁻¹) = 100.04
- maximum force (eV/Å) = 3.2

---

Molecular formula: C4H4N2O2
Method: DFT, the ωB97M-V functional and the def2-TZVPD basis

XYZ file:
```
12
Properties=species:S:1:pos:R:3:forces:R:3
C 0.5601 -0.8004 -0.0952 -0.3 -0.8 -1.2
C 1.9194 -1.1231 0.2635 -6.5 7.4 -3.6
C -1.2686 0.7998 -0.2415 -4.1 3.1 5.2
C -2.2134 -0.4529 -0.0686 1.0 -0.6 -2.0
H 0.3796 2.5052 0.8503 1.1 -2.4 -3.4
H -0.5532 -1.2810 -0.4201 4.2 -0.7 1.7
H 2.5188 -0.1977 0.0237 -0.1 -1.5 0.9
H 2.2177 -2.0271 0.5239 1.3 -3.8 1.1
N 0.0437 0.5611 -0.5140 2.5 0.7 1.1
N -2.7306 -1.4942 -0.2195 0.6 2.5 0.7
O 0.9751 1.6379 -0.4453 -3.8 0.5 3.3
O -1.8486 1.8723 0.3427 4.1 -4.4 -3.7
```
Forces are in eV/Å.

Properties
- spin multiplicity = 1
- energy relative to the best compared isomer or geometry (same formula, charge and spin) (kJ/mol) = 952.5
- E_HOMO (Eh) = -0.361
- M (g mol⁻¹) = 112.09
- maximum force (eV/Å) = 10.5